(1)
{
  "formula": "C3H17N2O3",
  "method": "ωB97M-V/def2-TZVPD",
  "lumo_energy_ha": [0.0174, 0.0117],
  "orbital_gap_ha": [0.1025, 0.3802],
  "homo_ev": [-2.32, -10.03],
  "relative_energy_kcal_mol": 38.23,
  "multiplicity": 2,
  "largest_force_ha_per_bohr": 0.1098,
  "elements": ["C", "N", "C", "N", "C", "H", "H", "H", "H", "H", "H", "H", "H", "H", "H", "H", "H", "H", "O", "H", "H", "O", "H", "H", "O"],
  "xyz": [[-0.5754, 1.8223, -1.1381], [-1.1096, 0.7617, -1.9641], [-0.1016, 1.0856, 0.1463], [-1.1832, 0.1659, 0.6457], [-2.2380, 0.9813, 1.5042], [0.3320, 2.4529, -1.6066], [-1.3724, 2.6070, -0.8474], [-0.4183, 0.2716, -2.6045], [-1.8584, 1.1488, -2.5154], [0.6259, 0.3710, -0.1787], [0.2290, 1.8831, 0.9434], [-0.6527, -0.5000, 1.2531], [-1.6988, -0.2741, -0.1934], [-1.9346, 0.8555, 2.6574], [-2.2587, 2.0671, 1.1251], [-3.2142, 0.4072, 1.3231], [2.0253, -2.7117, 0.6771], [1.4084, -1.8771, -0.4022], [1.2470, -2.1968, 0.5407], [2.4175, -0.9863, -2.4389], [1.4540, -2.0535, -2.8375], [1.7491, -1.4921, -2.1534], [1.5198, -1.1698, 2.0837], [2.1745, 0.0736, 2.4387], [1.3490, -0.3603, 2.5223]],
  "mulliken_spin": [0.12, 0.55, 0.70, -0.19, 0.22, -0.16, -0.01, -0.08, -0.26, -0.25, 0.09, -0.08, -0.08, 0.01, -0.01, -0.08, -0.14, -0.03, 0.41, -0.12, -0.07, 0.41, -0.01, -0.05, 0.14]
}

---

(2)
{
  "formula": "C3H17N2O3",
  "method": "ωB97M-V/def2-TZVPD",
  "lumo_energy_ha": [0.0214, 0.0168],
  "orbital_gap_ha": [0.1086, 0.3767],
  "homo_ev": [-2.37, -9.79],
  "relative_energy_kcal_mol": 27.62,
  "multiplicity": 2,
  "largest_force_ha_per_bohr": 0.0661,
  "elements": ["N", "C", "C", "C", "N", "H", "H", "H", "H", "H", "H", "H", "H", "H", "H", "H", "H", "H", "O", "H", "H", "O", "H", "H", "O"],
  "xyz": [[0.5362, -0.0242, 1.1180], [0.1934, 1.1454, 0.1633], [0.2934, 2.4335, 0.9523], [-1.1283, 1.0619, -0.5428], [-1.3462, -0.2360, -1.1753], [1.0824, -0.7427, 0.6466], [-0.2152, -0.4719, 1.6262], [1.1878, 0.3029, 1.8145], [0.8707, 0.8989, -0.6673], [1.1478, 2.3148, 1.6731], [-0.5197, 2.3681, 1.6460], [0.3982, 3.3366, 0.3824], [-2.0835, 1.3224, 0.0338], [-1.2588, 2.0223, -1.1366], [-2.2888, -0.5175, -1.0891], [-1.0651, -0.4016, -2.1768], [3.1717, -0.0806, -0.7245], [4.0537, -0.3274, 0.5377], [3.1476, -0.3927, 0.1924], [-2.1696, -2.4412, -3.3067], [-1.2902, -2.8546, -4.5647], [-1.4938, -2.0671, -4.0198], [0.2719, -2.5271, 2.9043], [-1.1441, -2.3144, 2.9309], [-0.3517, -1.8080, 2.7821]],
  "mulliken_spin": [0.38, 0.88, 0.24, -0.16, 0.08, -0.16, 0.02, -0.26, -0.16, -0.09, -0.04, -0.09, -0.05, 0.00, -0.04, -0.01, -0.03, -0.10, 0.25, -0.01, -0.02, 0.06, -0.18, -0.12, 0.62]
}

---

(3)
{
  "formula": "C3H17NO6",
  "method": "ωB97M-V/def2-TZVPD",
  "lumo_energy_ha": 0.0204,
  "orbital_gap_ha": 0.3515,
  "homo_ev": -9.01,
  "relative_energy_kcal_mol": 0.00,
  "largest_force_ha_per_bohr": 0.0511,
  "elements": ["N", "C", "C", "O", "C", "O", "H", "H", "H", "H", "H", "H", "H", "H", "H", "O", "H", "H", "O", "H", "H", "O", "H", "H", "O", "H", "H"],
  "xyz": [[0.4506, 0.7536, -2.1099], [0.2166, 0.7551, -0.6599], [-1.2729, 1.0447, -0.2771], [-1.2981, 1.7272, 0.9466], [0.7656, -0.5608, -0.0843], [1.7050, -0.3045, 0.9285], [0.0052, -0.0860, -2.5079], [0.0659, 1.5351, -2.5425], [0.7758, 1.6452, -0.2796], [-1.9060, 0.1082, -0.2332], [-1.7421, 1.7148, -1.0425], [-1.0461, 1.1153, 1.6680], [1.2552, -1.1982, -0.8825], [-0.0121, -1.1446, 0.3950], [2.4496, 0.2070, 0.5413], [3.2460, 0.9234, -0.8858], [3.4043, 1.8523, -0.8929], [2.5107, 0.7741, -1.5140], [-1.8839, -1.6976, 1.5079], [-1.3481, -1.0472, 2.0212], [-2.1324, -2.3587, 2.1596], [-0.2435, 0.0289, 2.7435], [0.0017, 0.5017, 3.5302], [0.5579, -0.0048, 2.2285], [-1.2294, -1.8557, -1.7793], [-1.8108, -2.5107, -2.1312], [-1.4848, -1.9179, -0.8473]],
  "nbo_charge": [-0.87, -0.12, -0.07, -0.76, -0.10, -0.78, 0.39, 0.36, 0.20, 0.17, 0.17, 0.48, 0.19, 0.20, 0.51, -0.97, 0.48, 0.51, -0.99, 0.50, 0.47, -0.98, 0.50, 0.52, -0.96, 0.47, 0.49]
}